[1]
{
  "formula": "C3H9N5",
  "method": "ωB97M-V/def2-TZVPD",
  "total_charge": 0,
  "smiles": "N#CN(N)N.C=CN",
  "gap_ev": 8.771,
  "de_lowest_kcal_mol": 95.28,
  "homo_energy_ev": -8.094,
  "elements": ["N", "C", "N", "N", "N", "H", "H", "H", "H", "C", "C", "N", "H", "H", "H", "H", "H"],
  "coordinates": [[-0.4751, -2.6808, -0.1879], [0.2292, -1.7627, -0.2459], [1.0748, -0.6967, -0.2989], [1.1688, -0.0060, -1.4837], [2.2881, -0.7673, 0.3462], [1.3676, -0.6753, -2.2304], [2.0149, 0.5615, -1.4176], [2.2666, -1.5453, 1.0142], [2.3360, 0.0607, 0.9477], [-0.8620, 1.4640, 1.2653], [-1.8634, 0.7758, 0.7154], [-2.1837, 0.7535, -0.6153], [-0.2169, 2.0941, 0.6625], [-0.6602, 1.3980, 2.3279], [-2.4998, 0.1383, 1.3269], [-1.4010, 1.0225, -1.2123], [-2.5840, -0.1344, -0.9141]],
  "lowdin_charge": [0.145, -0.278, -0.324, 0.057, 0.060, 0.089, 0.090, 0.099, 0.091, -0.057, -0.342, 0.033, 0.040, 0.035, 0.105, 0.071, 0.085]
}

[2]
{
  "formula": "C3H9N5",
  "method": "ωB97M-V/def2-TZVPD",
  "total_charge": 0,
  "smiles": "[H]/N=N\\[C@]1(C)N(C)N1N",
  "gap_ev": 9.344,
  "de_lowest_kcal_mol": 129.38,
  "homo_energy_ev": -8.351,
  "elements": ["H", "N", "N", "C", "C", "N", "C", "N", "N", "H", "H", "H", "H", "H", "H", "H", "H"],
  "coordinates": [[-0.5777, 1.7339, -1.4727], [0.2668, 2.2072, -1.0688], [0.7899, 1.6472, -0.1360], [0.3020, 0.1942, 0.3617], [0.8340, -0.0290, 1.7540], [0.3192, -0.9104, -0.5115], [0.5514, -0.7794, -1.9190], [-1.0461, -0.0486, 0.0021], [-1.9057, -0.5291, 0.9225], [0.7526, -1.0768, 2.0439], [0.2983, 0.5912, 2.4742], [1.8883, 0.2342, 1.7535], [1.2166, -1.5868, -2.2265], [1.0129, 0.1516, -2.2743], [-0.4021, -0.8662, -2.4582], [-1.5267, -0.9203, 1.7820], [-2.7738, -0.0128, 0.9731]],
  "lowdin_charge": [0.056, 0.035, 0.001, -0.584, -0.036, 0.035, -0.132, -0.036, 0.030, 0.077, 0.079, 0.077, 0.076, 0.062, 0.085, 0.082, 0.095]
}